ORCA calculation (the ωB97M-V functional and the def2-TZVPD basis) on a molecular structure, C6H24InN12O6.

## Properties
E ... -1540.602716 Ha
Highest occupied orbital energy ... -0.585 hartree
Max |F| ... 7.958 eV/A
E_LUMO ... -14.433 eV
Relative energy (zero: lowest compared OMol25 entry of this formula, charge and spin) ... 648.5 kJ/mol

```
! RIJCOSX wB97M-V def2-TZVPD def2/J DEFGRID3
* xyz 3 1
In -0.03800 2.10887 0.38065
C 3.18106 5.77312 -3.48536
O 2.74146 4.85287 -2.80155
N 2.57699 6.92212 -3.70853
N 4.35863 5.83592 -3.98624
H 3.16911 7.70782 -3.93694
H 1.69714 7.09203 -3.24258
H 4.94086 5.01844 -3.87293
H 4.79997 6.66922 -4.34809
C 5.92749 2.36974 0.72150
O 4.76003 2.51694 1.13471
N 6.49281 1.19115 0.50962
N 6.69543 3.30347 0.47169
H 7.49188 1.13068 0.37426
H 5.95855 0.38218 0.22640
H 7.51110 3.03923 -0.06212
H 6.53792 4.28538 0.64817
C -1.49130 -2.99549 -2.58657
O -1.49395 -1.97353 -2.01259
N -0.42626 -3.45101 -3.23086
N -2.61255 -3.77949 -2.65733
H -0.59482 -4.33978 -3.68005
H 0.40061 -2.87139 -3.25175
H -3.42004 -3.35309 -2.22576
H -2.57447 -4.68867 -3.09556
C -3.58779 -1.98426 2.87341
O -2.79537 -1.00558 2.89469
N -3.26443 -3.13821 2.34199
N -4.73770 -2.05232 3.53814
H -2.31312 -3.25142 2.02215
H -3.90290 -3.92037 2.36816
H -5.09466 -1.16573 3.86471
H -5.29179 -2.89632 3.56541
C -6.06063 0.58744 -0.47900
O -4.98250 1.21148 -0.19111
N -6.12431 -0.30286 -1.49819
N -7.16855 0.81269 0.10866
H -5.46906 -0.36344 -2.26439
H -6.95370 -0.87736 -1.45176
H -7.21820 1.45912 0.88312
H -8.00356 0.43292 -0.31399
C 2.00789 -2.86918 3.30981
O 1.92686 -2.01643 2.46962
N 2.50593 -4.01428 3.04430
N 1.56330 -2.87984 4.53211
H 3.11519 -4.23186 2.26871
H 2.26157 -4.63463 3.80295
H 1.05019 -2.07671 4.86647
H 1.94768 -3.56959 5.16187
*
```

ORCA calculation (the ωB97M-V functional and the def2-TZVPD basis) on a molecular structure, C6H24KO6.

## Properties
E ... -1294.228807 Ha
Highest occupied orbital energy ... -0.484 hartree
Max |F| ... 1.018 eV/A
E_LUMO ... -3.104 eV
Relative energy (zero: lowest compared OMol25 entry of this formula, charge and spin) ... 0.0 kJ/mol

```
! RIJCOSX wB97M-V def2-TZVPD def2/J DEFGRID3
* xyz 1 1
K -20.13815 6.38436 -1.19520
O -20.59038 9.56895 -1.54360
H -21.14876 9.03499 -2.12106
H -21.14676 10.32075 -1.30142
O -22.52674 5.07036 -0.43455
H -23.42951 4.92924 -0.12004
H -22.32074 4.28723 -0.96076
O -21.63381 5.03113 -3.40464
H -22.52524 4.83036 -3.09328
H -21.37912 4.27730 -3.95304
O -19.33492 3.61458 -0.92660
H -19.30344 3.23645 -1.81500
H -19.72652 2.92646 -0.37315
C -19.28054 8.11723 3.68262
C -20.35309 7.54630 2.75367
C -21.23767 8.57453 2.07038
O -19.73512 6.79164 1.69664
H -18.69187 8.85907 3.14001
H -18.61781 7.28991 3.93561
H -19.73994 8.56137 4.56099
H -20.99381 6.90544 3.36937
H -20.66175 9.11351 1.31662
H -21.69862 9.28998 2.75163
H -22.07754 8.06468 1.59016
H -19.61463 5.88972 2.01457
C -18.02174 9.39227 -3.95018
C -17.14433 8.16883 -3.71610
C -15.77065 8.53513 -3.22612
O -17.79128 7.28841 -2.75991
H -19.02562 9.11992 -4.27898
H -17.62575 10.04102 -4.74040
H -18.10564 10.03537 -3.07310
H -17.09851 7.59261 -4.64091
H -15.74808 9.02540 -2.24932
H -15.23689 9.20755 -3.90045
H -15.16306 7.62720 -3.16053
H -17.46855 7.54221 -1.88595
*
```